# 1
Formula: C18H44N8O11
Source: the OMol25 dataset
Level of theory: ωB97M-V with the def2-TZVPD basis set

Last column: Löwdin charge in e.
Positions of all 81 atoms, in Å:
C  -0.1807  -3.7391  2.7834  -0.343
O  1.0272  -3.8090  2.8150  0.000
N  -1.0034  -4.7140  3.1476  -0.176
C  -2.4510  -4.5525  2.9301  -0.027
C  -0.4498  -6.0332  3.4434  -0.017
H  -0.7329  -2.8575  2.4178  0.127
H  -3.0026  -4.5102  3.8568  0.083
H  -2.7739  -5.4301  2.4174  0.077
H  -2.5446  -3.5878  2.4197  0.080
H  0.5414  -5.8490  3.8007  0.080
H  -1.1124  -6.4908  4.1848  0.095
H  -0.4790  -6.6516  2.5783  0.083
C  0.4819  -0.5032  -6.6308  -0.350
O  -0.6871  -0.8424  -6.6371  0.006
N  1.2206  -0.0059  -5.5880  -0.205
C  2.6663  0.3233  -5.6402  -0.038
C  0.6407  -0.0314  -4.2420  -0.051
H  1.1032  -0.5028  -7.5704  0.134
H  3.2810  -0.4215  -5.1694  0.079
H  2.7051  1.2558  -5.1198  0.074
H  2.9491  0.3491  -6.6990  0.086
H  -0.4089  -0.2482  -4.2948  0.070
H  1.2250  -0.7446  -3.6051  0.099
H  0.8551  0.9888  -3.8022  0.099
C  -4.1036  1.8045  0.9873  -0.379
O  -4.0344  0.6142  1.1415  0.009
N  -3.6669  2.5255  -0.0649  -0.190
C  -3.8974  4.0166  -0.1223  -0.025
C  -3.0899  1.8663  -1.1727  -0.071
H  -4.7217  2.4267  1.6949  0.145
H  -4.5526  4.2269  -0.9919  0.090
H  -2.9159  4.4821  -0.2925  0.080
H  -4.3039  4.4009  0.8001  0.074
H  -2.0202  2.0961  -1.3134  0.090
H  -3.2546  0.7929  -1.1878  0.081
H  -3.6477  2.2243  -2.0523  0.093
C  4.3073  3.4067  1.1181  -0.415
O  4.4516  4.3571  1.8451  0.023
N  3.6663  2.2644  1.2791  -0.175
C  3.8140  1.1791  0.3519  -0.055
C  3.0951  1.8329  2.5907  0.002
H  4.7248  3.4038  0.0859  0.137
H  4.6288  1.3035  -0.3300  0.086
H  2.9224  0.9526  -0.2219  0.074
H  4.0543  0.3000  0.9154  0.056
H  2.2073  1.2760  2.3094  0.062
H  3.7891  1.1454  3.0620  0.088
H  2.8954  2.7185  3.1581  0.084
C  -1.2010  3.7147  1.8562  -0.376
O  -2.1728  4.1123  2.4333  0.019
N  -0.1986  4.4657  1.3851  -0.176
C  0.8849  3.8371  0.6561  -0.042
C  -0.1176  5.8960  1.6598  -0.021
H  -1.0900  2.6881  1.5485  0.123
H  1.8479  4.1365  1.0512  0.068
H  0.8203  4.1871  -0.3753  0.098
H  0.7719  2.7757  0.6231  0.042
H  -0.3212  6.4834  0.7738  0.086
H  -0.7637  6.1174  2.5070  0.089
H  0.9206  6.0612  1.9676  0.091
C  3.3259  -2.1703  2.0777  0.035
N  3.2478  -2.6085  0.6782  -0.454
O  3.9229  -3.5519  0.3683  0.080
O  2.5677  -1.9853  -0.0829  0.055
H  2.3747  -2.5094  2.5879  0.090
H  3.3632  -1.1004  2.1639  0.053
H  4.2083  -2.5843  2.5046  0.092
C  -0.6904  -1.2445  -0.1681  0.028
N  0.1344  -0.1220  0.3779  -0.412
O  0.3625  -0.1428  1.5738  0.049
O  0.4897  0.7813  -0.3363  0.033
H  -1.6913  -1.1316  0.2952  0.102
H  -0.2975  -2.1946  0.1885  0.076
H  -0.8161  -1.2135  -1.2522  0.083
C  -3.6090  -4.7261  -2.0435  0.040
N  -2.8558  -3.5968  -1.4950  -0.446
O  -2.4366  -3.7284  -0.3545  0.045
O  -2.7428  -2.6242  -2.1684  0.100
H  -4.2353  -5.1813  -1.2319  0.117
H  -2.9407  -5.5157  -2.3431  0.099
H  -4.2801  -4.3341  -2.8120  0.105

## Properties
Kohn-Sham gap: 8.8098 eV
Total charge: 0
ΔE to the lowest compared entry with this formula, charge and spin: 2.1 kcal/mol
Highest occupied orbital energy: -9.09 eV
LUMO energy: -0.3 eV
2S+1: 1


# 2
Formula: C5H7NO2
Source: the OMol25 dataset
Level of theory: ωB97M-V with the def2-TZVPD basis set

Last column: natural (NBO) charge in e.
Positions of all 15 atoms, in Å:
C  2.2723  -0.3036  -0.2722  -0.665
C  1.0599  -0.1255  0.4829  0.010
C  -1.6355  0.9125  -0.1301  -0.015
C  -1.5155  -0.7120  0.1515  0.102
C  -0.0838  -1.1046  0.3961  -0.007
H  3.0423  -1.2072  -0.0553  0.239
H  2.2753  0.1206  -1.5126  0.265
H  2.8835  0.7813  0.0096  0.240
H  0.9824  -0.0505  1.6992  0.191
H  -2.4991  1.5269  -0.0134  0.205
H  -2.1654  -1.2037  0.8828  0.172
H  0.1888  -1.9027  1.0534  0.186
N  -0.5709  1.5833  0.0394  -0.098
O  0.7340  1.1444  -0.0601  -0.373
O  -0.8961  -1.2879  -0.7035  -0.452

## Properties
Kohn-Sham gap: 10.1236 eV
Total charge: 0
ΔE to the lowest compared entry with this formula, charge and spin: 178.8 kcal/mol
Highest occupied orbital energy: -9.30 eV
LUMO energy: 0.8 eV
2S+1: 1


# 3
Formula: C2H3IN2O
Source: the OMol25 dataset
Level of theory: ωB97M-V with the def2-TZVPD basis set

Last column: natural (NBO) charge in e.
Positions of all 9 atoms, in Å:
C  1.0462  -0.1404  0.1017  -0.063
C  -1.6226  0.8425  0.0187  0.870
N  0.6455  -1.3652  -0.0086  -0.789
N  -1.3410  1.9753  -0.1842  -0.752
O  -2.0001  -0.2507  -0.0202  -0.559
I  3.1240  -0.0585  -0.1700  0.038
H  1.2128  -2.1580  -0.4233  0.388
H  -0.3068  -1.4788  0.2860  0.426
H  -0.7578  2.6338  0.3999  0.440

## Properties
Kohn-Sham gap: 9.2728 eV
Total charge: 0
ΔE to the lowest compared entry with this formula, charge and spin: 37.8 kcal/mol
Highest occupied orbital energy: -8.73 eV
LUMO energy: 0.5 eV
2S+1: 1


# 4
Formula: C4H12
Source: the OMol25 dataset
Level of theory: ωB97M-V with the def2-TZVPD basis set

Last column: Löwdin spin population.
Positions of all 16 atoms, in Å:
C  -0.5883  1.1951  0.0768  0.146
C  0.0527  2.5507  -0.3093  0.223
H  0.1259  0.6099  0.5157  0.014
H  -1.3405  1.3795  0.9810  0.033
H  -1.0458  0.6087  -0.6743  0.019
H  0.2219  3.1835  0.6039  0.034
H  0.8957  2.2153  -1.0934  0.046
H  -0.4579  3.1351  -0.9913  0.027
C  0.9313  -1.6276  0.4805  0.216
C  -0.4271  -2.0460  -0.1756  0.091
H  1.3900  -2.6238  0.4222  0.034
H  1.4817  -0.9173  -0.0233  0.042
H  0.8735  -1.2672  1.4044  0.033
H  -0.2115  -2.0978  -1.2538  0.024
H  -1.1400  -1.2428  -0.1632  0.004
H  -0.7616  -3.0552  0.2000  0.014

## Properties
⟨S²⟩: 0.750
Kohn-Sham gap (spin up / spin down): 2.6807 / 11.5617 eV
Total charge: -1
ΔE to the lowest compared entry with this formula, charge and spin: 38.3 kcal/mol
Highest occupied orbital energy (spin up / spin down): 1.54 / -7.14 eV
LUMO energy (spin up / spin down): 4.2 / 4.4 eV
2S+1: 2


# 5
Formula: C2H7N2O
Source: the OMol25 dataset
Level of theory: ωB97M-V with the def2-TZVPD basis set

Last column: Löwdin spin population.
Positions of all 12 atoms, in Å:
C  1.4000  -0.4968  -0.3327  0.114
C  0.6580  -0.3270  0.9470  0.654
N  -1.6662  1.1482  0.3257  0.024
N  -1.4365  -0.3208  0.2122  0.631
O  -1.2831  -0.5666  -1.0622  0.422
H  2.2064  0.3177  -0.6597  0.025
H  1.8791  -1.4595  -0.4977  0.003
H  0.6915  -0.6916  -1.1996  0.029
H  0.6552  -1.1728  1.6148  0.042
H  0.3766  0.7068  1.0734  0.034
H  -0.9299  1.5601  -0.1078  0.007
H  -2.5511  1.3023  -0.3134  0.014

## Properties
⟨S²⟩: 2.009
Kohn-Sham gap (spin up / spin down): 5.1176 / 7.4573 eV
Total charge: -1
ΔE to the lowest compared entry with this formula, charge and spin: 11.3 kcal/mol
Highest occupied orbital energy (spin up / spin down): -0.37 / -2.85 eV
LUMO energy (spin up / spin down): 4.7 / 4.6 eV
2S+1: 3


# 6
Formula: C4H8O2
Source: the OMol25 dataset
Level of theory: ωB97M-V with the def2-TZVPD basis set

Last column: natural (NBO) charge in e.
Positions of all 14 atoms, in Å:
C  -1.5107  -0.5838  -0.2843  -0.647
C  -0.6303  -0.6371  0.9381  0.056
O  0.2829  -1.7162  1.0572  -0.486
C  0.8196  -0.4159  0.9039  -0.133
C  1.1898  1.4542  -1.1098  0.266
O  1.3456  0.7384  -2.0665  -0.509
H  -0.9229  -0.5519  -1.2071  0.227
H  -2.1547  0.3034  -0.2501  0.214
H  -2.1606  -1.4641  -0.3157  0.226
H  -1.1314  -0.4275  1.8847  0.179
H  1.3302  0.0250  1.7639  0.180
H  2.0338  1.7843  -0.4718  0.116
H  0.1920  1.8077  -0.7884  0.118
H  1.3166  -0.3165  -0.0541  0.195

## Properties
Kohn-Sham gap: 10.9303 eV
Total charge: 0
ΔE to the lowest compared entry with this formula, charge and spin: 71.1 kcal/mol
Highest occupied orbital energy: -10.30 eV
LUMO energy: 0.6 eV
2S+1: 1


| no. | largest force on an atom (eV/A) |
| --- | --- |
| 1 | 2.42 |
| 2 | 13.16 |
| 3 | 3.78 |
| 4 | 5.35 |
| 5 | 6.04 |
| 6 | 0.61 |